(1)
Density functional theory data (wB97M-V/def2-TZVPD) for a structure of composition C50H89F6HfN5O14S2.

LUMO (eV): -3.8
Calculated total energy (eV): -128661.72016
Gap between HOMO and LUMO (eV): 2.070
E_HOMO (eV): -5.8

Each line ends with the Mulliken charge.
Positions of all 167 atoms, in Å:
Hf: -0.128 -1.194 -1.900  1.461
C: -5.786 -3.280 -3.609  -1.650
C: -5.225 -3.629 -5.016  1.385
C: -6.354 -3.216 -6.051  -1.280
C: -5.878 -3.204 -7.483  -0.637
C: -4.677 -2.367 -7.636  -1.111
C: -3.448 -2.757 -6.675  1.701
N: -3.963 -2.914 -5.328  0.643
O: -2.946 -2.829 -4.284  -0.506
C: -2.443 -1.612 -6.884  -2.039
C: -2.848 -4.100 -7.225  -1.767
C: -5.071 -5.218 -5.094  -1.576
H: -5.713 -2.234 -3.312  0.150
H: -5.199 -3.883 -2.917  0.464
H: -6.836 -3.564 -3.533  0.417
H: -6.718 -2.191 -5.988  0.385
H: -7.235 -3.841 -5.906  0.417
H: -6.705 -2.768 -8.044  0.395
H: -5.809 -4.211 -7.894  0.342
H: -4.942 -1.314 -7.538  0.416
H: -4.424 -2.498 -8.688  0.369
H: -1.572 -1.744 -6.242  0.408
H: -2.770 -0.632 -6.539  0.401
H: -1.915 -1.511 -7.832  0.362
H: -2.046 -4.411 -6.556  0.356
H: -2.283 -3.992 -8.151  0.479
H: -3.476 -4.939 -7.527  0.306
H: -4.118 -5.735 -4.981  0.263
H: -5.438 -5.593 -6.049  0.313
H: -5.650 -5.660 -4.284  0.473
C: 0.344 4.399 -3.293  -1.807
C: 0.661 4.185 -4.783  1.532
C: 1.282 5.587 -5.167  -1.108
C: 2.100 5.426 -6.413  -0.774
C: 3.060 4.308 -6.271  -0.997
C: 2.519 2.868 -6.080  1.578
N: 1.666 2.968 -4.863  0.258
O: 1.159 1.771 -4.255  -0.496
C: 3.717 1.958 -5.822  -1.847
C: 1.880 2.289 -7.387  -1.630
C: -0.653 3.939 -5.564  -1.904
H: -0.262 3.649 -2.785  0.476
H: -0.446 5.125 -3.101  0.420
H: 1.180 4.611 -2.627  0.379
H: 1.979 5.911 -4.394  0.393
H: 0.556 6.358 -5.427  0.399
H: 2.666 6.340 -6.591  0.386
H: 1.441 5.399 -7.282  0.342
H: 3.850 4.627 -5.591  0.300
H: 3.426 4.409 -7.293  0.376
H: 3.444 0.911 -5.690  0.361
H: 4.170 2.270 -4.881  0.455
H: 4.498 2.073 -6.573  0.377
H: 1.378 1.324 -7.325  0.325
H: 2.597 2.338 -8.207  0.423
H: 1.184 3.048 -7.745  0.385
H: -1.027 2.920 -5.465  0.444
H: -0.623 4.165 -6.630  0.308
H: -1.469 4.563 -5.197  0.472
C: 6.134 -3.406 0.440  -1.753
C: 5.223 -2.495 1.385  1.520
C: 6.115 -2.092 2.630  -1.300
C: 7.111 -1.108 2.416  -0.677
C: 6.411 0.171 1.995  -1.314
C: 5.548 0.036 0.686  1.299
N: 4.747 -1.205 0.788  0.756
O: 3.713 -1.395 -0.200  -0.572
C: 6.464 0.045 -0.545  -1.602
C: 4.719 1.318 0.634  -1.742
C: 4.112 -3.347 1.991  -1.681
H: 6.311 -4.386 0.884  0.469
H: 7.056 -2.990 0.033  0.288
H: 5.579 -3.708 -0.447  0.465
H: 6.623 -2.993 2.975  0.545
H: 5.509 -1.718 3.455  0.383
H: 7.801 -1.360 1.610  0.307
H: 7.698 -0.837 3.294  0.355
H: 7.233 0.811 1.674  0.400
H: 5.907 0.632 2.845  0.517
H: 7.158 -0.795 -0.554  0.320
H: 6.977 1.003 -0.461  0.416
H: 5.824 0.099 -1.426  0.400
H: 4.283 1.459 -0.355  0.407
H: 5.296 2.240 0.712  0.406
H: 3.984 1.422 1.433  0.348
H: 3.942 -4.191 1.322  0.375
H: 3.196 -2.758 2.038  0.345
H: 4.174 -3.746 3.004  0.332
C: -0.038 -0.176 3.738  0.614
F: -0.562 -1.240 4.347  -0.208
F: -0.063 0.867 4.525  -0.221
F: 1.233 -0.348 3.408  -0.223
S: -1.057 0.193 2.043  0.882
O: -2.098 1.070 2.486  -0.541
O: -0.081 0.646 1.059  -0.623
N: -1.493 -1.376 1.284  -0.353
S: -2.884 -1.704 2.153  0.907
O: -2.951 -1.372 3.577  -0.569
O: -4.059 -1.283 1.412  -0.611
C: -2.859 -3.603 2.186  0.533
F: -3.047 -4.132 0.960  -0.185
F: -1.780 -4.021 2.806  -0.214
F: -3.863 -4.049 3.032  -0.233
C: -0.790 7.683 6.476  -0.092
C: -1.712 8.639 6.151  -0.648
C: -2.948 8.207 5.575  -0.207
C: -3.048 6.914 5.156  -0.004
C: -2.022 5.970 5.461  -0.286
C: -0.944 6.367 6.256  -0.628
N: -4.247 6.449 4.413  0.978
O: -4.346 5.336 3.916  -0.583
O: -5.193 7.201 4.291  -0.594
H: 0.119 8.044 6.934  0.331
H: -1.574 9.633 6.549  0.347
H: -3.740 8.903 5.341  0.437
H: -2.097 4.924 5.204  0.536
H: -0.246 5.607 6.577  0.412
C: -5.142 1.498 -3.453  -0.698
C: -4.393 1.751 -2.217  0.833
O: -3.368 1.070 -1.979  -0.580
C: -4.844 2.801 -1.170  -1.181
H: -4.640 1.880 -4.342  0.243
H: -6.124 1.963 -3.539  0.353
H: -5.195 0.438 -3.703  -0.007
H: -4.657 2.687 -0.102  0.326
H: -5.901 3.065 -1.131  0.355
H: -4.404 3.768 -1.413  0.297
C: 3.591 -1.111 7.962  -1.078
C: 2.965 -0.510 9.158  0.785
O: 3.545 -0.031 10.122  -0.593
C: 1.488 -0.662 9.030  -1.001
H: 4.668 -1.059 8.121  0.318
H: 3.305 -0.486 7.116  0.276
H: 3.282 -2.141 7.783  0.372
H: 1.029 -0.856 9.999  0.344
H: 1.083 -1.321 8.262  0.313
H: 1.174 0.357 8.805  0.269
C: -5.790 -5.140 7.185  -0.995
C: -5.785 -3.652 7.543  0.687
O: -6.521 -2.934 6.852  -0.548
C: -4.936 -3.038 8.683  -0.918
H: -6.468 -5.327 6.353  0.312
H: -6.388 -5.531 8.007  0.319
H: -4.822 -5.636 7.111  0.301
H: -4.653 -3.739 9.467  0.311
H: -5.476 -2.171 9.063  0.301
H: -3.988 -2.788 8.206  0.232
C: 0.161 -7.161 -2.633  -1.043
C: 0.334 -6.382 -1.353  0.773
O: 0.101 -5.187 -1.200  -0.604
C: 0.449 -7.235 -0.096  -1.092
H: 1.085 -7.189 -3.210  0.327
H: -0.546 -6.633 -3.272  0.257
H: -0.092 -8.217 -2.536  0.316
H: 0.484 -6.521 0.727  0.271
H: 1.412 -7.744 -0.051  0.354
H: -0.280 -8.030 0.064  0.353
C: 6.333 3.328 6.745  -0.852
C: 5.597 4.568 6.124  0.731
O: 6.298 5.623 5.746  -0.585
C: 4.097 4.458 5.830  -0.907
H: 5.704 2.922 7.538  0.304
H: 7.329 3.577 7.111  0.306
H: 6.514 2.548 6.006  0.145
H: 3.616 5.410 6.054  0.320
H: 3.623 3.542 6.182  0.270
H: 4.027 4.426 4.743  0.273



(2)
Density functional theory data (wB97M-V/def2-TZVPD) for a structure of composition C50H95BF9HgN5O16PS.

LUMO (eV): 0.3
Calculated total energy (eV): -143041.38775
Gap between HOMO and LUMO (eV): 6.138
Total charge: -1
E_HOMO (eV): -5.8

Each line ends with the Mulliken charge.
Positions of all 179 atoms, in Å:
Hg: -0.760 1.557 2.198  2.884
O: 0.479 -3.690 9.410  -0.605
C: 0.802 -3.199 8.371  0.545
O: 0.002 -2.570 7.517  -0.546
B: 0.728 -2.484 6.235  1.277
O: 2.134 -2.781 6.540  -0.425
C: 2.237 -3.122 7.817  0.601
O: 3.218 -3.286 8.444  -0.579
O: 0.522 -1.147 5.631  -0.704
C: -0.053 -1.240 4.471  0.159
O: -0.268 -0.315 3.748  -0.773
C: -0.348 -2.741 4.209  0.179
O: 0.184 -3.414 5.232  -0.681
O: -1.006 -3.208 3.338  -0.422
P: 0.248 -0.391 -0.140  2.358
F: 1.438 0.179 -1.096  -0.378
F: -0.552 -1.038 -1.358  -0.629
F: 1.122 -1.690 0.121  -0.392
F: -0.872 -0.853 0.897  -0.167
F: 1.008 0.409 1.131  -1.331
F: -0.600 1.002 -0.384  -0.946
C: -5.236 0.103 3.060  0.364
F: -5.244 1.437 3.235  -0.217
F: -5.155 -0.475 4.252  -0.198
F: -6.378 -0.233 2.465  -0.193
S: -3.798 -0.361 1.972  1.335
O: -4.202 0.113 0.671  -0.676
O: -2.715 0.481 2.523  -0.721
O: -3.621 -1.763 2.062  -0.423
C: -4.801 0.735 -6.017  -1.958
C: -4.789 -0.443 -5.000  1.689
C: -3.355 -0.680 -4.504  -0.926
C: -2.958 0.327 -3.412  0.395
C: -4.028 0.319 -2.331  0.513
C: -5.466 0.607 -2.791  2.019
N: -5.689 -0.341 -3.883  0.903
O: -7.063 -0.528 -4.213  -0.554
C: -6.408 0.304 -1.631  -1.976
C: -5.540 2.110 -3.159  -1.943
C: -5.166 -1.700 -5.819  -2.273
H: -4.654 0.386 -7.039  0.475
H: -4.051 1.482 -5.762  0.322
H: -5.815 1.145 -5.997  0.351
H: -3.303 -1.686 -4.076  -0.473
H: -2.635 -0.559 -5.317  0.718
H: -2.818 1.310 -3.871  0.246
H: -2.041 -0.062 -2.962  -0.435
H: -3.772 1.105 -1.614  -0.567
H: -3.955 -0.603 -1.751  -0.225
H: -6.188 -0.715 -1.320  0.215
H: -6.456 1.067 -0.862  0.260
H: -7.428 0.303 -2.035  0.631
H: -5.712 2.757 -2.303  0.390
H: -4.686 2.463 -3.741  0.256
H: -6.371 2.176 -3.874  0.382
H: -6.036 -1.428 -6.425  0.507
H: -5.424 -2.531 -5.164  0.326
H: -4.371 -1.929 -6.525  0.477
H: -7.193 -1.456 -3.993  0.331
C: 5.966 1.693 -2.970  -1.657
C: 4.977 0.558 -3.320  1.705
C: 5.520 -0.275 -4.461  -1.156
C: 6.558 -1.273 -3.999  -0.778
C: 5.987 -2.209 -2.943  -1.189
C: 5.437 -1.460 -1.733  1.779
N: 4.704 -0.270 -2.162  0.348
O: 4.106 0.431 -1.100  0.317
C: 4.448 -2.371 -0.996  -2.130
C: 6.556 -1.042 -0.778  -1.537
C: 3.663 1.193 -3.737  -2.142
H: 6.160 2.316 -3.849  0.464
H: 6.889 1.248 -2.609  0.388
H: 5.492 2.362 -2.253  0.158
H: 4.757 -0.744 -5.091  0.385
H: 5.960 0.416 -5.192  0.456
H: 7.502 -0.834 -3.674  0.380
H: 6.800 -1.914 -4.856  0.369
H: 6.786 -2.851 -2.568  0.419
H: 5.206 -2.843 -3.368  0.388
H: 4.817 -3.397 -0.984  0.438
H: 4.178 -2.047 0.010  0.241
H: 3.496 -2.320 -1.532  0.489
H: 7.317 -0.432 -1.277  0.370
H: 6.171 -0.398 0.016  0.033
H: 7.089 -1.850 -0.266  0.450
H: 3.284 1.991 -3.088  0.286
H: 2.818 0.497 -3.774  0.439
H: 3.703 1.680 -4.719  0.423
H: 3.156 0.320 -1.272  0.240
C: 2.025 2.944 6.343  -1.675
C: 2.230 3.507 4.904  1.696
C: 3.442 4.432 4.961  -1.154
C: 4.793 3.732 4.984  -0.703
C: 4.880 2.680 3.885  -1.500
C: 3.715 1.681 3.891  1.879
N: 2.452 2.421 3.966  0.107
O: 1.339 1.601 3.727  2.213
C: 3.739 0.925 2.584  -2.251
C: 3.908 0.671 5.054  -1.918
C: 0.973 4.292 4.560  -1.946
H: 1.631 3.670 7.048  0.502
H: 2.907 2.396 6.671  0.326
H: 1.325 2.096 6.288  0.231
H: 3.428 5.091 4.083  0.354
H: 3.340 5.055 5.852  0.352
H: 5.023 3.299 5.955  0.427
H: 5.536 4.496 4.744  0.471
H: 5.827 2.157 4.024  0.339
H: 4.821 3.080 2.868  0.444
H: 3.487 1.514 1.704  0.106
H: 4.710 0.445 2.433  0.663
H: 3.065 0.066 2.511  0.202
H: 3.018 0.099 5.308  0.244
H: 4.716 0.006 4.738  0.530
H: 4.365 1.169 5.909  0.418
H: 0.098 3.650 4.655  0.253
H: 1.122 4.668 3.547  0.188
H: 0.798 5.147 5.213  0.524
H: 1.371 0.904 4.405  -0.467
C: 1.537 3.420 0.778  -1.427
C: 0.333 4.146 0.211  2.451
C: 0.272 3.786 -1.284  -1.311
C: -1.054 3.852 -2.071  -1.424
C: -2.230 3.324 -1.238  0.181
C: -2.216 3.888 0.179  1.317
N: -0.927 3.650 0.820  1.153
O: -0.970 3.988 2.217  -0.499
C: -2.670 5.364 0.136  -1.688
C: -3.351 3.122 0.895  -1.562
C: 0.547 5.653 0.356  -1.832
H: 1.418 2.341 0.862  -1.142
H: 1.809 3.802 1.763  0.209
H: 2.397 3.549 0.117  0.895
H: 0.912 4.499 -1.822  0.798
H: 0.765 2.834 -1.496  -0.339
H: -0.877 3.421 -3.050  0.472
H: -1.311 4.920 -2.140  0.410
H: -2.152 2.235 -1.239  -1.368
H: -3.145 3.644 -1.732  0.664
H: -3.000 5.754 1.105  0.379
H: -1.924 6.044 -0.274  0.327
H: -3.534 5.513 -0.513  0.435
H: -4.248 3.253 0.293  0.610
H: -3.036 2.084 0.961  -0.419
H: -3.612 3.510 1.881  0.264
H: 0.287 6.083 1.328  0.183
H: 0.057 6.240 -0.420  0.565
H: 1.612 5.860 0.229  0.497
H: -1.133 4.947 2.265  0.339
C: -2.424 -4.553 -3.201  -1.530
C: -2.851 -4.962 -1.784  1.896
C: -3.109 -6.463 -1.769  -1.320
C: -1.820 -7.284 -1.904  -0.610
C: -0.687 -6.795 -1.008  -1.610
C: -0.574 -5.268 -0.795  2.324
N: -1.912 -4.691 -0.707  -0.653
O: -1.901 -3.347 -0.314  0.991
C: 0.067 -5.109 0.590  -2.141
C: 0.379 -4.568 -1.787  -1.480
C: -4.187 -4.312 -1.419  -1.762
H: -2.231 -3.478 -3.267  -0.058
H: -3.238 -4.812 -3.882  0.524
H: -1.523 -5.067 -3.525  0.319
H: -3.536 -6.794 -0.816  0.395
H: -3.844 -6.739 -2.529  0.391
H: -1.486 -7.257 -2.946  0.316
H: -2.066 -8.325 -1.679  0.450
H: 0.258 -6.994 -1.545  0.364
H: -0.430 -7.363 -0.114  0.526
H: 0.175 -4.070 0.904  -0.079
H: -0.506 -5.555 1.409  0.473
H: 1.020 -5.646 0.588  0.608
H: 0.155 -3.511 -1.931  -0.223
H: 1.401 -4.588 -1.395  0.643
H: 0.472 -5.115 -2.728  0.444
H: -4.526 -4.652 -0.446  0.412
H: -4.908 -4.601 -2.195  0.476
H: -4.161 -3.224 -1.486  -0.035
H: -1.289 -2.869 -0.896  -0.190